{
  "formula": "C75H177N11O13",
  "method": "the ωB97M-V functional and the def2-TZVPD basis",
  "multiplicity": 1,
  "de_lowest_kj_mol": 410.2,
  "e_lumo_ev": 0.584,
  "elements": ["H", "C", "H", "N", "H", "H", "C", "C", "H", "H", "H", "H", "H", "H", "H", "H", "H", "H", "C", "C", "H", "H", "O", "O", "O", "C", "C", "H", "H", "O", "H", "H", "H", "H", "H", "H", "C", "H", "H", "H", "C", "H", "H", "O", "C", "H", "H", "H", "C", "C", "H", "H", "H", "C", "N", "C", "H", "H", "H", "H", "H", "C", "H", "C", "H", "H", "H", "H", "H", "C", "H", "N", "H", "H", "H", "H", "C", "H", "H", "H", "C", "C", "H", "H", "C", "C", "H", "H", "H", "C", "C", "H", "C", "H", "O", "H", "H", "C", "H", "H", "H", "H", "H", "H", "C", "C", "C", "O", "H", "C", "N", "N", "C", "H", "H", "H", "C", "C", "H", "C", "H", "C", "C", "H", "H", "C", "C", "H", "N", "H", "H", "C", "H", "H", "H", "H", "O", "C", "C", "C", "C", "C", "H", "H", "H", "H", "H", "C", "H", "C", "C", "H", "H", "O", "H", "H", "H", "C", "C", "C", "H", "H", "H", "H", "C", "C", "H", "C", "H", "N", "H", "N", "C", "H", "H", "H", "H", "O", "C", "C", "H", "C", "H", "N", "H", "H", "C", "H", "O", "H", "H", "H", "H", "C", "H", "H", "C", "H", "H", "C", "H", "C", "H", "C", "H", "C", "C", "H", "H", "H", "H", "H", "O", "C", "C", "C", "H", "H", "H", "H", "H", "H", "H", "H", "H", "C", "H", "C", "H", "C", "H", "H", "H", "H", "H", "H", "H", "H", "O", "H", "H", "H", "H", "H", "H", "H", "C", "H", "H", "H", "H", "H", "H", "C", "H", "H", "H", "H", "H", "H", "H", "H", "H", "H", "H", "C", "N", "N", "H", "H", "H", "H", "H", "H", "C", "H"],
  "coordinates": [[6.586, -36.113, -5.037], [11.481, -24.252, -4.001], [7.214, -32.651, -2.091], [10.662, -22.205, -2.679], [6.301, -30.303, 0.240], [17.463, -27.196, 1.792], [9.561, -29.286, -0.740], [7.357, -30.435, -0.199], [10.978, -30.705, -2.703], [12.528, -24.062, -3.688], [6.650, -36.071, 2.345], [11.516, -29.685, 4.448], [13.666, -27.869, 2.792], [11.438, -23.928, -5.048], [14.507, -32.078, -4.906], [13.135, -28.906, 0.215], [3.499, -26.747, 0.846], [9.262, -28.672, 6.339], [10.457, -32.361, 2.464], [5.380, -26.910, 1.566], [5.140, -24.862, 1.167], [12.721, -29.617, -5.331], [11.159, -30.110, 1.866], [8.118, -30.546, -3.855], [11.371, -25.696, -4.018], [7.074, -35.492, -5.811], [8.878, -27.881, -2.794], [4.079, -35.199, -0.880], [1.698, -27.843, -4.386], [2.690, -31.045, -2.607], [8.370, -33.656, 5.225], [8.917, -23.715, -4.525], [7.647, -28.321, -9.262], [5.677, -32.148, -1.380], [14.364, -24.407, 3.129], [15.225, -23.481, 0.814], [7.036, -26.549, -6.644], [13.372, -30.119, -7.843], [7.206, -30.728, 2.979], [16.500, -28.958, -0.330], [9.377, -29.286, -2.276], [6.235, -33.616, -5.056], [15.288, -28.344, 3.194], [13.747, -30.952, -3.370], [7.207, -34.031, -5.426], [6.845, -25.371, 1.303], [0.221, -32.013, 0.026], [15.425, -30.115, 0.542], [4.559, -35.992, -1.445], [8.225, -37.696, -6.033], [7.651, -28.377, -0.210], [9.120, -24.562, -8.639], [10.357, -26.768, -8.929], [7.698, -25.348, -7.276], [4.563, -31.516, -9.862], [9.057, -23.957, -3.451], [9.627, -27.156, -2.373], [10.275, -26.222, -7.317], [6.489, -34.824, 4.658], [3.828, -36.526, -2.123], [10.651, -29.724, 2.596], [15.011, -28.094, 1.174], [9.217, -26.561, 1.962], [5.165, -26.742, 3.058], [6.083, -31.730, -7.663], [13.207, -31.218, 0.816], [8.903, -27.854, -3.840], [4.696, -30.074, -4.629], [3.177, -38.394, -0.252], [1.701, -28.538, -3.541], [6.687, -36.738, 0.502], [8.444, -30.417, -2.423], [5.420, -35.583, -1.967], [7.835, -27.647, -2.442], [8.012, -25.655, -9.423], [6.131, -28.473, -1.633], [13.616, -31.484, -4.670], [7.562, -38.103, -6.792], [8.007, -36.419, -8.419], [12.351, -31.437, 2.985], [-1.293, -29.389, -2.828], [-0.463, -29.709, -4.118], [0.600, -33.063, -1.273], [-0.577, -28.958, -4.895], [14.351, -25.329, 2.701], [11.600, -31.437, 2.118], [7.987, -34.402, -3.435], [3.689, -31.281, -10.356], [10.024, -30.323, -0.526], [9.755, -29.482, 5.748], [15.992, -29.158, 0.622], [4.645, -31.659, -5.330], [8.356, -33.891, -4.393], [8.365, -24.927, -6.518], [5.226, -30.113, -6.611], [7.785, -37.787, -5.073], [5.821, -25.691, -0.204], [10.265, -33.574, -5.967], [6.138, -27.278, -8.554], [3.834, -28.198, 1.572], [9.577, -33.432, -6.799], [14.915, -25.932, 3.467], [11.992, -27.352, 3.958], [10.242, -28.523, -0.419], [5.188, -30.697, -5.349], [13.381, -30.943, -7.126], [9.625, -26.604, -8.116], [7.734, -28.721, -5.887], [9.136, -38.286, -6.052], [1.672, -30.464, -5.175], [8.186, -27.532, -6.457], [15.647, -26.828, 1.122], [13.533, -30.337, -5.694], [5.015, -26.590, -7.300], [10.354, -21.769, -3.541], [11.220, -33.921, -6.350], [8.609, -34.498, 4.538], [5.904, -27.166, -7.481], [9.077, -25.007, -3.396], [14.878, -25.546, 1.272], [4.098, -38.287, 1.201], [14.494, -28.498, 2.496], [10.495, -23.600, -2.952], [9.877, -29.666, -6.457], [7.387, -33.379, -6.278], [3.766, -29.476, -8.840], [12.413, -31.923, 0.930], [11.921, -27.898, 6.800], [14.812, -29.611, -5.613], [9.719, -32.494, 1.683], [8.477, -32.859, -4.131], [6.092, -29.424, -2.194], [5.054, -29.795, -2.136], [-1.563, -30.646, -0.971], [4.476, -25.942, 3.325], [12.606, -32.180, -2.028], [10.072, -27.777, 3.373], [6.851, -33.466, 3.030], [8.257, -29.253, 0.055], [7.257, -34.797, 3.833], [1.001, -29.638, -0.671], [9.674, -34.511, -4.887], [5.535, -37.782, -0.894], [12.293, -27.421, -4.511], [12.806, -32.902, 1.138], [13.104, -28.641, 5.908], [10.965, -26.226, 2.446], [11.030, -27.670, 4.405], [13.289, -25.700, 2.739], [6.390, -31.183, 3.568], [1.091, -29.878, -3.899], [2.715, -30.729, -5.015], [5.748, -25.444, -5.382], [16.608, -26.821, 2.156], [-1.383, -31.522, -2.388], [1.879, -32.030, -0.688], [8.284, -34.745, -7.818], [8.618, -25.560, -8.491], [8.367, -28.822, -8.605], [9.059, -27.915, -7.617], [7.829, -36.745, 3.339], [5.900, -33.531, 2.397], [6.267, -29.184, -3.247], [11.747, -35.097, -3.866], [13.831, -28.029, 0.138], [15.801, -24.430, 0.883], [9.088, -29.789, 4.946], [4.925, -37.063, -0.347], [7.296, -25.893, -4.637], [9.487, -35.887, -5.350], [14.216, -29.526, 2.418], [12.151, -28.786, 6.226], [4.208, -27.919, 4.875], [2.715, -28.601, -3.123], [11.497, -28.942, -2.633], [5.772, -29.952, -9.272], [0.998, -29.865, 0.364], [4.671, -27.930, 3.584], [8.429, -36.215, -6.249], [5.219, -31.094, -7.604], [6.158, -30.586, 4.440], [6.469, -26.250, -5.283], [6.374, -35.676, -6.593], [4.191, -27.482, 0.963], [5.950, -31.780, -3.059], [9.034, -29.368, -9.303], [0.515, -30.784, -1.575], [10.585, -24.203, -2.017], [6.695, -32.431, 4.007], [10.790, -33.647, -3.268], [11.746, -31.897, 0.023], [10.356, -32.584, -5.546], [6.919, -24.635, -7.450], [5.847, -25.624, 0.947], [9.582, -25.713, 3.486], [10.005, -31.948, 3.379], [6.435, -31.862, -2.089], [1.997, -29.250, -0.886], [15.012, -29.582, -4.636], [10.229, -28.772, -6.926], [10.560, -29.813, -3.940], [10.716, -29.695, -2.871], [10.330, -35.268, -2.985], [-0.993, -30.611, -1.931], [11.030, -28.992, -7.615], [12.460, -26.382, -4.643], [10.750, -34.643, -3.752], [12.558, -31.605, -7.310], [8.513, -29.225, 1.143], [9.987, -30.189, 6.542], [3.017, -30.287, -2.080], [-1.005, -28.444, -2.356], [10.691, -36.287, -5.927], [13.650, -31.985, -2.369], [11.162, -28.965, 5.148], [13.674, -25.563, 0.365], [-2.352, -29.219, -3.091], [13.375, -26.077, -4.145], [1.578, -29.756, -6.028], [12.985, -24.705, 0.534], [9.292, -34.159, 3.779], [15.647, -29.934, -6.063], [12.411, -26.206, -5.715], [6.986, -29.080, -6.369], [3.882, -28.791, -8.029], [7.075, -30.530, -1.715], [7.674, -33.147, 2.315], [3.768, -37.679, 0.330], [16.612, -24.318, 1.690], [12.885, -26.894, 0.427], [4.393, -31.787, -7.411], [3.197, -36.905, 0.817], [14.261, -31.807, -1.484], [12.286, -27.075, 1.351], [5.940, -27.123, -4.900], [3.287, -27.346, 4.938], [2.841, -30.059, -8.681], [12.669, -32.051, -4.748], [5.751, -36.483, 0.702], [7.797, -29.573, -8.069], [4.092, -28.908, 5.230], [0.371, -28.701, -0.755], [16.838, -29.392, 1.254], [1.044, -28.082, -2.852], [4.980, -27.375, 5.448], [6.173, -27.681, 1.507], [4.884, -30.454, -8.951], [9.075, -35.304, 5.047], [10.750, -28.063, -6.268], [5.692, -28.134, -7.026], [8.185, -29.744, -4.362], [12.040, -26.835, -0.288], [3.691, -28.971, -9.792], [8.578, -35.746, -7.747], [9.635, -35.662, -7.999], [14.164, -28.000, -0.897], [-0.901, -30.646, -4.522], [11.623, -22.026, -2.583], [6.049, -26.502, 3.520], [10.723, -26.840, 5.065], [13.906, -25.502, -0.691], [1.157, -31.379, -5.351], [8.161, -23.611, -2.890], [14.071, -32.902, -2.753], [5.301, -31.672, -10.558], [9.953, -26.481, 2.783], [1.316, -30.947, -2.868], [7.462, -35.884, 2.925], [7.877, -31.376, 0.028], [11.065, -36.888, -5.269], [6.201, -30.964, -5.017], [14.271, -31.516, -7.390], [16.339, -24.588, -0.080], [5.474, -31.153, 2.956], [0.821, -32.108, -0.838], [10.828, -33.341, 2.842]],
  "forces_ev_per_a": [[0.5, 0.6, 0.5], [1.3, -1.0, 0.7], [-0.5, 0.3, -0.1], [-1.2, -0.3, -0.8], [1.7, -0.5, 0.0], [-1.6, 0.8, 0.2], [-0.2, -2.3, -0.1], [-1.2, -0.2, -1.3], [0.4, -1.0, 1.4], [-0.3, 0.4, 0.1], [0.1, -0.2, 0.4], [0.5, -0.9, -0.3], [-0.3, -0.2, 0.1], [-0.6, 0.5, 0.1], [-0.2, -0.3, -0.1], [1.1, 0.1, 0.1], [-0.1, -0.3, 0.1], [0.3, -0.1, -0.7], [0.5, -0.2, 1.7], [0.2, -1.3, 0.8], [-0.5, 1.0, 0.4], [0.8, -1.0, -0.9], [0.2, 0.0, -0.3], [0.3, -2.0, 1.0], [-0.6, 0.4, 0.5], [0.6, -1.3, 0.7], [0.3, -0.6, 2.6], [-0.3, 0.3, -0.3], [0.3, -0.3, -0.2], [0.6, -0.3, 0.2], [0.7, -0.6, -0.2], [0.1, 0.2, 0.5], [0.2, 0.2, 0.1], [-0.4, 0.1, 0.5], [0.1, 3.2, 0.4], [0.4, -0.5, 0.1], [1.2, -1.8, -1.1], [-0.3, -0.1, 0.0], [-0.1, 0.0, 0.1], [-0.8, 0.4, -0.1], [-1.0, 0.1, 2.0], [0.8, -0.5, 0.2], [0.4, -0.3, 0.8], [0.0, -0.4, 1.1], [-0.1, 0.2, 0.5], [-0.1, 0.2, -0.1], [-0.1, -0.3, 1.6], [0.4, 0.6, -0.2], [-1.0, -1.6, 1.2], [-0.1, -0.3, -1.3], [0.4, 0.3, 0.3], [-0.2, -1.0, 0.1], [-0.4, -0.2, 0.0], [0.5, 0.3, 0.4], [-0.5, -0.5, -1.5], [0.2, 1.1, -0.3], [-0.8, -0.3, -0.6], [-0.4, 0.2, 0.1], [0.3, -0.7, -0.8], [0.8, 1.0, 0.4], [0.1, -0.2, -0.2], [-1.1, -0.9, -3.1], [0.6, 0.1, 0.2], [-1.8, 0.1, -0.3], [1.0, 0.0, 0.1], [0.7, 0.4, -0.5], [0.1, 0.3, -1.7], [0.0, 0.7, 0.3], [-0.1, 0.6, -0.3], [0.3, 0.1, -0.5], [-1.2, 0.6, 0.2], [-1.4, -0.4, -1.9], [0.1, -0.2, -0.1], [1.3, -0.1, -0.3], [0.6, -0.7, 0.5], [0.0, -0.5, -0.1], [-1.1, 0.3, -0.5], [-0.2, -0.2, 0.0], [0.5, 0.6, 0.3], [-1.0, 0.1, -0.7], [0.8, -0.6, -0.6], [0.1, -0.1, 0.6], [-0.3, -0.1, -0.9], [-0.1, 0.2, -0.1], [-0.7, -4.2, 0.5], [1.1, -0.3, 0.9], [0.7, 0.4, -1.2], [0.8, -0.4, 0.2], [-0.4, 1.7, -0.1], [1.6, 1.8, 0.3], [-0.3, -1.0, 0.0], [-0.1, 0.3, -0.3], [-1.2, -1.5, 1.1], [-0.2, 0.1, 0.2], [0.2, 0.1, 0.0], [-0.4, -0.4, 0.9], [0.4, -0.1, 1.7], [-0.6, 0.0, -0.1], [-0.3, 0.2, 0.5], [-0.3, -0.1, 0.2], [0.0, -0.2, -0.1], [-0.4, 0.3, -0.9], [-0.1, -0.3, 0.2], [0.5, 0.4, 0.2], [0.7, -1.5, 0.9], [0.7, 1.3, 0.5], [1.5, -0.4, -1.0], [0.0, -0.2, 1.3], [0.2, 0.1, -0.1], [0.4, 1.0, -0.2], [-0.2, 0.3, -0.3], [0.7, 1.7, -0.4], [0.7, -0.8, 0.1], [-0.5, 0.4, -0.4], [0.1, 0.7, 0.1], [0.1, 0.0, 0.0], [-1.7, 1.7, -0.3], [0.7, -0.1, 0.1], [-0.4, -1.6, -0.1], [0.0, -0.4, 0.5], [0.2, 0.3, -0.6], [-0.2, 0.2, 0.5], [-1.4, -2.4, -0.4], [-0.2, -0.3, 0.4], [0.3, -0.1, -0.4], [-1.0, -0.7, -0.3], [-1.7, 0.8, -0.4], [0.3, -2.0, -1.2], [-0.9, 1.2, 0.2], [-0.1, 0.1, -0.2], [0.4, 0.6, 0.1], [-0.2, 0.3, 0.2], [0.3, 0.1, 0.1], [0.5, 0.6, -0.4], [-0.4, 0.5, -0.4], [0.6, 0.3, -0.5], [-0.4, 0.7, 0.1], [0.3, 0.2, -0.5], [0.1, 0.5, 1.0], [0.5, 2.0, 0.5], [-0.7, 2.0, -1.0], [1.6, 0.2, -0.3], [0.0, -0.5, 0.3], [-0.1, -1.0, 0.4], [0.1, -0.5, -0.1], [-0.2, -0.1, -0.3], [-0.4, 0.5, -0.3], [-0.2, 0.6, -0.3], [0.9, 0.4, 0.2], [-0.6, 1.2, -1.0], [-0.9, -0.7, -0.1], [0.0, 0.2, -0.1], [-0.2, 0.2, 0.0], [2.2, -0.3, 0.2], [0.4, 0.0, -0.5], [0.5, -0.4, 0.8], [-1.1, 1.4, -0.3], [-1.1, 1.7, 0.0], [-0.4, -0.1, -1.4], [0.8, -0.9, 1.6], [-0.4, 0.6, 0.0], [1.0, -0.3, 0.9], [0.0, -0.1, 0.2], [-0.3, 0.7, -1.0], [-1.3, -1.1, 0.6], [1.8, 1.2, 0.6], [0.0, -0.4, 0.2], [1.5, 1.1, -1.4], [-0.6, -0.5, 0.0], [-0.5, 1.1, 0.9], [-0.4, -0.7, 0.4], [-0.7, 1.5, 1.4], [0.9, 2.1, 0.5], [-0.3, 0.1, -0.2], [-0.3, -0.7, -0.2], [0.7, 0.6, -0.4], [-0.1, -0.6, 1.0], [0.1, -1.8, -1.8], [-2.1, 1.1, -0.9], [-1.9, -0.1, -0.9], [0.2, 0.3, 0.2], [0.6, 0.6, 0.3], [-0.4, 0.3, -1.1], [0.1, 0.6, -1.0], [0.2, -0.3, -0.1], [0.0, 0.4, 0.6], [0.4, -0.9, -1.4], [0.4, 0.5, -0.5], [0.3, -2.3, 0.6], [0.5, -0.4, -0.3], [0.8, -0.2, 0.7], [0.3, 0.4, 0.3], [-0.4, 0.7, -0.4], [0.1, -0.7, -2.2], [0.2, -0.4, 0.0], [-0.5, 0.0, -0.3], [1.2, -0.3, -0.3], [0.2, -0.3, -0.1], [0.4, 0.4, 0.7], [-0.1, 2.4, -0.9], [0.3, 0.8, -0.6], [-0.6, 1.3, -1.3], [-0.6, -0.4, 0.5], [-0.5, -0.1, 1.1], [-0.1, -0.4, -0.8], [-1.0, 1.4, 0.3], [-1.2, 1.1, 1.0], [-0.8, -0.1, 0.3], [-0.2, 0.3, -0.7], [-0.1, -0.7, -0.5], [-0.5, -0.1, -0.2], [0.3, -0.2, 0.0], [1.1, -0.8, -0.2], [-0.3, 0.0, -0.2], [-1.2, 0.5, 1.6], [-1.8, -0.6, -0.6], [0.3, -0.6, 0.2], [0.5, 0.0, -0.4], [0.1, -0.5, 0.4], [0.6, -0.4, 0.3], [0.3, 0.1, -0.2], [-0.2, -0.8, -0.6], [0.6, 0.3, -0.3], [-0.5, -0.2, -0.4], [0.0, 0.5, 0.3], [0.6, 1.5, -0.6], [-0.7, -0.6, 0.7], [-0.3, -1.4, 1.4], [-1.2, 0.0, -1.2], [-0.9, 1.1, 0.2], [-0.1, -0.1, 0.1], [-0.7, 0.3, -0.2], [-0.1, 0.8, -0.1], [1.0, 0.1, -0.2], [0.2, 0.0, 0.3], [-0.4, 0.0, 0.2], [0.1, 0.3, 0.0], [0.4, -0.3, 0.1], [1.0, -0.5, -1.0], [0.0, -0.3, 0.1], [-0.2, -1.0, 0.3], [0.4, -1.1, -0.1], [0.1, 0.1, 0.8], [-0.4, 0.7, 1.1], [-0.4, -0.3, 0.6], [-0.2, 0.3, -0.2], [1.0, -0.3, 1.0], [0.0, -1.0, 0.6], [-0.5, -0.4, 0.6], [-0.2, 0.1, -0.5], [0.1, 1.4, 0.0], [0.7, -0.1, -0.2], [-0.2, 0.4, -0.2], [1.2, -1.8, 0.9], [0.1, -0.7, -0.4], [0.4, 0.1, -0.1], [0.5, 0.4, 0.1], [1.5, 0.6, 0.3], [2.6, 0.6, 1.3], [0.1, -0.3, 0.2], [0.7, 0.2, -0.3], [-0.5, -0.7, -0.5], [1.0, 0.1, -0.1], [-0.1, -0.5, -0.4], [-0.6, 0.1, 0.4], [-0.4, -0.6, -0.4], [-1.3, 1.5, 0.3], [-0.4, -0.5, -0.4], [-0.4, 0.1, 0.6], [0.0, 0.1, -0.2], [-0.1, 0.3, 0.1], [0.2, -0.1, 0.3], [-0.6, -0.1, 0.6], [0.1, -0.1, -0.2], [-0.4, 1.4, -0.3], [-0.1, 0.5, -0.7]],
  "lowdin_charge": [0.1105, -0.1720, 0.0852, 0.0485, 0.1458, 0.1387, -0.1295, -0.1384, 0.0551, 0.1128, 0.0302, 0.1007, 0.0539, 0.1218, 0.1315, 0.1191, 0.0777, 0.0806, -0.0585, -0.4557, 0.0612, 0.1289, -0.0581, -0.0891, -0.2334, -0.1281, 0.0118, 0.0666, 0.0961, -0.0663, 0.0873, 0.0747, 0.0670, 0.0807, 0.0434, 0.0923, -0.4941, 0.0701, 0.0835, 0.0894, -0.4880, 0.1128, 0.0825, -0.2007, -0.1651, 0.0728, 0.0655, 0.0807, -0.0336, -0.0359, 0.0892, 0.1246, 0.1319, -0.1402, 0.0429, -0.0620, 0.0929, 0.1141, 0.1397, 0.0969, 0.0541, -0.5410, 0.0911, -0.2183, 0.1179, 0.0388, 0.0354, 0.0722, 0.0868, -0.0212, 0.1082, -0.0096, 0.0586, 0.0806, 0.1176, 0.0691, -0.2294, 0.0838, 0.0954, 0.1464, -0.1638, -0.1186, 0.0820, 0.1101, -0.0150, -0.5048, 0.1346, 0.0807, 0.1301, -0.0188, -0.0236, 0.0956, -0.1189, 0.1060, -0.2195, 0.0640, 0.1092, -0.0260, 0.0869, 0.0607, 0.0658, 0.1006, 0.1049, 0.0941, -0.1189, -0.0533, -0.1544, -0.0826, 0.0800, -0.0304, -0.0562, -0.0831, -0.3890, 0.0881, 0.0773, 0.0804, -0.0602, -0.0194, 0.0155, -0.5157, 0.0912, -0.0225, -0.4235, 0.0666, 0.0861, -0.0499, -0.0510, 0.1125, 0.0320, 0.0729, 0.0774, -0.0274, 0.0660, 0.1255, 0.1327, 0.0698, -0.2039, -0.1539, -0.1939, -0.4091, -0.0289, -0.4704, 0.1283, 0.0469, 0.0845, 0.0604, 0.0602, -0.2471, 0.0714, -0.1521, -0.5013, 0.0451, 0.0898, -0.0619, 0.1139, 0.0700, 0.0310, -0.1714, -0.0274, -0.4588, 0.0860, 0.1378, 0.0603, 0.0835, -0.1167, -0.0515, 0.0537, -0.4784, 0.0807, -0.1276, 0.0789, 0.0240, -0.1115, 0.0825, 0.1057, 0.1102, 0.0673, -0.2045, -0.4887, -0.1978, 0.0803, -0.0168, 0.1028, 0.0576, 0.0591, 0.1029, -0.4584, 0.1388, -0.2186, 0.0780, 0.0875, 0.0684, 0.1159, -0.0553, 0.0961, 0.0789, -0.0251, 0.0634, 0.0470, -0.0006, 0.0655, -0.0173, 0.0658, -0.1369, 0.0685, -0.0848, -0.0243, 0.0549, 0.1066, 0.0658, 0.0583, 0.0863, -0.0296, -0.0860, -0.4001, -0.1392, 0.1107, 0.0888, 0.1003, 0.1339, 0.0260, 0.0634, 0.0835, 0.0512, 0.0519, -0.4557, 0.1117, -0.0757, 0.1057, -0.1918, 0.1265, 0.0800, 0.0738, 0.0800, 0.0849, 0.0897, 0.0967, 0.1154, -0.1081, 0.0680, 0.0764, 0.0956, 0.0677, 0.0462, 0.0988, 0.1280, -0.4649, 0.0595, 0.0649, 0.0530, 0.0242, 0.1096, 0.0847, -0.0093, 0.0739, 0.1201, 0.1215, 0.0481, 0.0973, 0.1288, 0.1120, 0.0764, 0.0911, 0.0775, 0.0859, -0.0789, -0.0799, 0.0366, 0.1141, 0.1110, 0.0766, 0.0738, 0.0927, 0.0898, -0.0261, 0.0895]
}